[1]
# C62H44IN4O10

A 5-piece molecular cluster, C62H44IN4O10 overall in a non-equilibrium geometry (the ωB97M-V functional and the def2-TZVPD basis, the Open Molecules 2025 dataset).

```
121
C62H44IN4O10 | the Open Molecules 2025 dataset | the ωB97M-V functional and the def2-TZVPD basis
H 3.11378 -0.44460 -0.45750
H 3.76001 6.03268 9.16279
C 2.61794 3.31584 5.59928
C -7.24201 -5.78451 0.63890
C 1.81587 1.96232 3.67433
C 4.81289 -5.49464 -0.10873
H 0.84010 6.10822 -7.47557
O -4.71097 -4.77335 0.00294
H -0.39443 5.15009 8.62920
H -0.75242 0.54534 -3.18326
C -9.40320 -5.35637 1.60723
H -10.38649 -5.70681 1.89480
H 2.83952 1.89920 3.32482
C -1.00943 4.38890 0.10100
C 0.75384 5.02944 -7.51186
O 0.59994 0.18946 -8.72252
C -0.14500 3.54434 6.48937
N -0.08928 -4.82738 0.03072
C -0.10907 -1.34389 -6.49847
C 0.23193 2.94672 -6.43139
C -0.57433 0.01585 -4.11174
C 0.52517 2.26106 -7.61303
H -1.02313 -4.50930 0.27854
C -0.18003 2.20866 -5.21114
C -0.25198 0.72306 -5.26450
C 1.14108 5.44418 0.35414
H -2.09002 4.45712 0.08534
C 4.17166 -5.57803 -1.53705
C 3.90125 2.82245 -0.04205
C 1.64553 5.68295 9.00975
C 0.19704 2.75960 5.27264
H 0.77002 -3.31543 -2.80572
O -0.91766 -2.77198 -1.69568
C 2.27367 4.11608 6.80234
H -3.10620 -2.89015 0.15765
H 1.03514 0.79969 2.05495
C -9.04312 -4.03932 1.84587
H 1.73266 6.33148 0.53954
H -1.84086 2.18718 4.90549
O 3.77212 3.19661 5.24008
O 0.99341 0.75454 -0.49376
C 3.25517 4.15192 0.13478
H 1.18577 2.43697 -9.64931
C 1.64875 1.76638 -0.28659
C -0.51429 1.41946 3.40843
C 3.28524 4.75318 7.51252
C -0.00454 0.04176 -6.45653
C 0.42776 -3.15106 -1.77262
C 2.97139 5.53376 8.61351
C -6.87083 -4.46761 0.88874
C 1.06457 4.34511 -8.68332
C 0.54328 -5.82790 0.61998
H -9.74556 -3.36443 2.31771
C -0.39193 3.16820 -0.11474
H 1.39753 4.89098 -9.55716
C 3.12140 1.68290 -0.21859
C -3.81728 -2.19733 0.57171
C 0.33883 4.33253 -6.38849
C -0.24346 5.52540 0.34265
C 5.09616 0.32690 -0.29052
H 0.16771 -6.44555 1.43453
H -0.99086 2.28538 -0.29822
O -1.20137 -2.14102 -0.49726
H 6.60644 -5.09675 1.00818
H 3.91046 -6.62885 -1.73045
H -6.54416 -6.46516 0.16875
O -8.21172 -1.39347 2.20848
C 1.86927 -5.03082 -0.85129
H -6.37146 0.29022 2.06157
O 3.92586 5.14983 0.28492
N 1.75560 -6.00354 0.09036
C 6.32932 -5.15923 -0.06324
C 5.88846 1.46206 -0.13787
C 0.94636 2.96530 -8.73547
O -0.44850 2.80130 -4.18444
H 4.62214 -6.46289 0.38787
C -5.65639 -0.40779 1.64560
H 6.90626 -5.98581 -0.50505
H -8.79125 -7.25362 0.80530
C -8.50512 -6.22707 0.99715
C -7.41062 -2.16982 1.73267
H 0.06934 -1.87326 -7.42583
C -5.11314 -2.61424 0.84217
H 5.55018 -0.65336 -0.37329
C -0.66029 -1.36747 -4.15266
C -0.81631 2.12534 4.56117
C 0.80192 1.34414 2.96113
H -0.90163 -1.91756 -3.24912
H -1.30587 0.92955 2.85275
C -4.36278 0.00708 1.36882
C -3.43897 -0.89000 0.83958
H 6.54277 -4.17292 -0.49930
H -0.72866 6.47690 0.52032
H -4.07052 1.03081 1.56994
C -0.43651 -2.04609 -5.34995
H -2.42845 -0.56476 0.63652
C 0.63530 5.03648 8.31571
H 4.31668 4.64333 7.20349
H 2.87033 -4.02576 -2.30164
H 5.90252 3.59504 0.11120
C -5.50381 -4.01425 0.53280
C -7.77942 -3.58800 1.48379
C 1.51838 2.66790 4.83493
C 0.99554 3.07838 -0.09051
N 0.72441 -4.30886 -0.89809
H 1.02496 -2.30760 -1.35327
C 5.29024 2.71127 -0.01312
C 1.76678 4.22410 0.13294
C 0.94494 4.24660 7.21434
H 1.40156 6.30336 9.86301
H -0.69481 -1.30521 -0.40528
C 3.72345 0.44167 -0.33565
H 0.10226 4.86697 -5.47748
O -1.29362 3.61244 6.87681
H 6.96710 1.37336 -0.11130
H -0.51323 -3.12755 -5.38362
C -6.03240 -1.72234 1.39363
C 0.38884 0.78372 -7.68575
I 5.41975 -4.92654 -3.17201
N 2.91444 -4.78156 -1.62923
H 4.29626 -4.72607 0.49943
```

Summary:
* net charge: +1
* molecular weight: 1131.96 g/mol
* frontier orbital gap: 0.297 Eh
* LUMO energy: -3.1 eV
* DFT total energy: -3657.89721 Eh
* E_HOMO: -11.17 eV



[2]
# C62H47AuFNO4P2S

C62H47AuFNO4P2S as an isolated structure in a non-equilibrium geometry (the ωB97M-V functional and the def2-TZVPD basis, the Open Molecules 2025 dataset).

```
119
C62H47AuFNO4P2S | the Open Molecules 2025 dataset | the ωB97M-V functional and the def2-TZVPD basis
H -5.42671 4.20465 3.65447
H -3.98355 0.65506 1.76904
H -2.54156 -1.10945 -4.50170
C -2.44886 -1.74506 -2.47417
H 2.24556 -1.76723 6.57929
C 0.23262 -1.91750 4.18114
C -4.60799 3.61660 3.27060
H 1.20239 0.52610 -6.46696
P -1.05716 1.14004 1.74446
C -3.63761 -3.77448 -2.03386
C 0.27048 0.12812 5.41914
H 6.58365 2.13156 2.23803
C 0.60947 -3.27009 4.26982
C 2.69299 1.72084 -0.98344
H 0.73856 -2.01427 -2.26467
H -3.90141 -2.97381 -5.31946
C -2.59520 -2.82719 -0.12659
H -5.89133 -5.97564 -1.80781
C 4.85552 2.98019 -1.20324
O -2.40142 -0.54817 1.12096
C 2.26649 4.26632 1.13680
H -4.35408 -6.74869 -2.14483
C -2.34851 1.20024 -2.67162
C 1.09977 4.26923 0.38206
H -5.83261 -4.90292 -3.92341
H -2.98539 -3.80893 1.71315
C 4.65870 1.21536 0.30502
C -4.87448 -5.78815 -2.15228
H -4.06847 4.58763 -3.21361
H -0.79315 3.31768 0.04828
H -0.56727 -4.24828 1.27950
C 7.19016 1.69013 1.45040
C -0.11701 -0.51573 -3.54292
C -2.19833 3.56140 -3.07546
H 2.36904 -3.76620 5.34263
H -1.61126 4.44905 -3.24997
C 6.99789 4.30140 -1.35922
C 6.83599 2.28857 0.09498
C -3.95518 -4.82997 0.09891
C -4.83312 -5.14180 -3.55529
H 3.34339 3.32858 2.73863
H 0.90286 -4.30951 6.12844
C -2.49509 2.11516 2.27362
O 3.55567 -0.83163 1.51516
C -3.79538 1.62136 2.20806
C -3.62961 -2.93505 -4.27546
C 3.51954 2.75722 -1.59771
H 2.86955 -1.18471 -5.87077
H 0.95793 5.00409 -0.39665
C 0.00407 0.20381 -4.72567
H 0.57347 -5.16979 3.25727
C 1.33491 -3.48806 5.55654
C 7.20735 3.76927 0.05002
C -3.73753 1.27749 -2.62090
H 7.08295 0.60970 1.47366
Au 0.01595 0.24026 -0.48370
H 3.03541 4.99987 0.94246
H -1.25827 3.77838 2.87298
C -1.57597 2.34976 -2.85962
O 1.51627 1.59585 -1.42322
H -0.49744 2.26548 -2.82292
C -0.73056 -2.27712 2.04554
H 6.58670 4.31967 0.75966
H 2.65505 -2.44694 -3.76578
C -2.85213 -1.87695 -3.80029
C 2.75201 -0.16406 0.89422
C 1.25751 -2.13570 6.30024
S -1.48693 -1.61214 0.58629
H 1.64716 1.60367 3.12469
P -1.39090 -0.26806 -2.27918
C 1.91134 -1.71250 -4.03622
C -0.30350 0.73682 4.29734
H -4.32791 0.39167 -2.43339
H 7.19104 5.37447 -1.40627
H 0.47162 0.71466 6.30289
C -3.16093 -3.81656 0.64762
H 8.23274 1.91173 1.66348
C 2.44724 3.32102 2.13436
C -3.58380 3.63762 -3.05489
H -5.85138 1.98179 2.66911
C -0.40436 -1.34682 3.06256
C 3.33130 0.96436 0.02679
C 0.84337 -1.47038 -3.19804
H -0.53361 1.79618 4.34266
C 0.12270 3.32615 0.62844
C -3.31590 4.11413 3.32606
C -4.02052 -3.90073 -3.38223
C 3.70941 4.52967 -3.19831
C 0.31452 -4.12276 3.23035
C 1.08859 -0.03856 -5.55439
C -4.34718 2.50572 -2.81710
C -0.61229 0.05559 3.12586
C 1.47829 2.36007 2.37286
H 7.69935 3.81972 -2.04725
F 3.17529 5.27756 -4.16910
C -4.84448 2.36960 2.71248
H 0.67496 -2.22033 7.21891
C 5.02045 4.77640 -2.80048
H -5.42243 2.58335 -2.78117
O 1.48907 -0.32573 0.97074
C -2.26020 3.37739 2.82358
N 5.40839 2.16078 -0.24264
C 0.58837 -1.20614 5.34186
C 0.29712 2.37726 1.63979
C -0.34179 -3.59921 2.11267
H 1.93790 3.38034 -2.91925
C 2.95484 3.54651 -2.60900
H -3.12551 5.08219 3.76424
H 5.58058 5.56317 -3.28033
H -4.37449 -5.80106 -4.29316
C 5.59779 4.01830 -1.80622
C 2.03346 -0.99428 -5.21676
H -4.38552 -5.58348 0.73918
H -0.73813 0.94059 -4.99889
H 5.11045 0.56786 1.04130
H 7.39129 1.75326 -0.68819
C -4.15859 -4.82968 -1.25782
C -2.84297 -2.72621 -1.52095
H 8.24685 3.89046 0.34737
```

Summary:
* net charge: +2
* ⟨S²⟩: 2.0148
* molecular weight: 1180.04 g/mol
* frontier orbital gap (alpha / beta): 0.268 / 0.184 Eh
* LUMO energy (alpha / beta): -4.9 / -7.6 eV
* DFT total energy: -4062.52926 Eh
* 2S+1: 3
* energy above the lowest of the compared OMol25 structures with the same formula, charge and spin: 0.0 kJ/mol
* E_HOMO (alpha / beta): -12.16 / -12.57 eV



[3]
# C62H48I4KN6OS2

C62H48I4KN6OS2 as an isolated structure in a non-equilibrium geometry (the ωB97M-V functional and the def2-TZVPD basis, the Open Molecules 2025 dataset).

```
124
C62H48I4KN6OS2 | the Open Molecules 2025 dataset | the ωB97M-V functional and the def2-TZVPD basis
C -0.34178 1.21399 6.86700
C -2.01919 2.74908 -3.65962
H -3.44908 0.97571 1.97439
H -2.73879 -4.02617 0.35822
H -5.23393 2.90284 0.45667
C -2.09017 -2.70249 -1.19123
C 2.17669 -0.08166 -3.66362
S -2.33448 -2.03604 1.62246
H -5.04966 0.52854 1.37976
H -4.64654 7.62418 -0.86951
H 0.61435 -5.43744 2.91922
C 1.52092 1.31337 2.56320
C -1.26849 0.15057 -7.00715
H 4.08694 -0.82001 -2.90266
C -4.77749 6.59029 -0.58084
C -0.76271 2.40427 2.60055
C -4.16387 -0.24119 -1.05708
C -2.56987 3.72919 2.34804
C -6.20320 4.79277 0.16430
N -2.00201 -1.32803 -1.60261
H 2.29085 -6.01549 4.64637
C 0.53314 2.09860 7.47639
C 0.75136 1.68852 -5.88746
H 2.73710 -3.72207 -3.38949
N -3.40214 0.24842 0.05861
H 3.94983 -2.52016 -0.60783
I -7.66917 7.41235 -0.22047
C 3.58421 -4.37078 4.15897
H 0.83982 -6.21379 0.44331
H -2.59767 -3.33360 -1.94587
C -5.10706 3.93944 0.16600
I -0.51444 0.64060 -9.89715
C -1.05582 1.92444 -2.93439
C -1.73753 3.24243 3.29767
C 1.28294 -4.28331 -0.39959
H -7.18036 4.42810 0.45030
I 9.09994 -2.56932 -0.20876
C -2.67098 3.46171 -0.18335
C -3.69443 5.72252 -0.56964
H -4.79421 -1.06815 -0.71616
H 2.04322 3.60220 7.20874
C 2.85167 0.56659 1.01058
C -0.14822 1.03555 -5.04757
H 1.79879 -2.48990 -1.44820
C 1.31735 2.83031 5.33964
H 4.30636 -4.61428 4.92770
C 7.07042 -0.32936 -0.02852
H -1.05260 0.45884 4.99017
C 2.31629 -5.65908 -2.55675
K -0.28301 0.27082 0.11251
H 1.77213 -7.43978 -1.48482
C 1.74680 -3.75172 2.20717
H -3.85205 -1.03935 3.12089
O 0.87121 -1.90021 0.54388
C 1.25661 -5.67078 -0.39583
H 1.96070 3.46171 4.73929
I 0.59584 2.21122 9.56711
H -2.10035 2.83904 -4.73212
H -3.90503 -2.77187 -0.00283
C 0.39204 1.86663 3.20822
C 2.32436 -4.27231 -2.55350
C -2.21661 2.98237 -1.42895
C 3.77904 -3.25730 3.35354
H 4.54767 -0.02208 2.40762
H 2.90154 0.85058 4.30995
H 5.69212 1.30620 0.11406
C 0.45007 1.95022 4.69799
C -0.35736 0.80991 -7.81538
C 4.66488 -0.53302 -0.24942
C 3.56120 0.39844 2.27786
C -2.84166 -2.96318 0.12865
C 0.65567 1.58181 -7.26791
N 1.65467 1.14359 1.23299
H -1.07488 -3.08997 -1.11267
C -6.02590 6.11378 -0.21124
C 6.08310 -2.49103 -0.44061
N -1.05935 2.35705 1.28293
H 2.21694 -0.28742 -4.72244
C 2.72598 0.84203 3.24515
H -4.84737 0.50575 -1.49280
C -3.85929 -1.14421 2.03458
C -0.37580 1.14809 5.48048
S 0.56576 -3.30198 0.93735
N -1.24144 2.06174 -1.60171
H 1.35879 2.09852 -7.90673
H -1.86457 -0.23930 -4.98574
C -2.73959 3.40722 -2.72303
H 1.53494 2.29133 -5.44534
H 2.96466 -2.06423 1.74329
H -2.88119 0.14693 -2.73860
H -2.71194 6.08076 -0.85117
H -3.52635 4.12738 -2.88765
H -1.17229 -1.11891 -2.13993
H -2.89944 1.09217 -0.16808
N 1.37930 0.65867 -1.63841
C 1.51777 -4.84851 3.02487
C -3.19365 -0.72179 -2.15829
C -2.11698 3.16726 1.07923
H -1.74384 3.46658 4.35355
H -2.05588 -0.44984 -7.44187
H -3.39206 4.41517 2.48450
C 1.08952 0.58936 -2.95247
C 4.82551 -1.90199 -0.44943
C -3.98332 0.24313 1.36729
H 4.64742 -2.62584 3.49127
C 7.19677 -1.69512 -0.22831
H 6.18661 -3.55709 -0.59152
C 2.45289 -5.16305 3.99930
H -0.98687 0.58122 7.46105
C 3.12550 -0.35733 -2.73681
C -0.04897 1.16200 -3.56231
C 1.78098 -6.35731 -1.47938
C 2.85372 -2.93986 2.36969
C -1.15569 0.27033 -5.62805
H 2.72470 -6.20095 -3.40014
C -3.84219 4.38790 -0.19877
C 5.80462 0.24036 -0.04173
H -4.70093 -1.79456 1.78746
C 1.36682 2.91112 6.72459
H -3.72867 -1.40466 -2.83994
C 2.60649 0.12262 -1.45938
C 3.30861 0.09045 -0.23679
C 1.79983 -3.57446 -1.47248
H 7.94449 0.28644 0.13347
```

Summary:
* net charge: -1
* molecular weight: 1503.96 g/mol
* frontier orbital gap: 0.202 Eh
* LUMO energy: 1.7 eV
* DFT total energy: -5382.35851 Eh
* E_HOMO: -3.78 eV